Entry 1:
18
Properties=species:S:1:pos:R:3:forces:R:3 method="wB97M-V/def2-TZVPD" e_lumo_ha="0.14624 / 0.14304" charge=-1 e_tot_ha=-364.20778 homo_energy_ev="1.07 / -5.97" homo_lumo_gap_ha="0.1070 / 0.3623" multiplicity=2 max_force_ha_per_bohr=0.026 s2=0.7504 e_above_lowest_kj_mol=81.0
C 1.558059 -1.066906 -1.172741 -0.02 0.02 0.00
C 0.659814 -0.172487 -0.365648 -0.16 0.05 0.42
N -0.694298 -0.264176 -0.518148 0.28 1.10 -0.75
C -1.414482 0.942785 -0.033038 0.32 -1.05 0.23
C -1.249556 -0.755569 -1.782113 0.25 -0.83 0.50
O 1.143426 0.578299 0.488255 0.19 -0.05 -0.12
H 1.332729 -1.014325 -2.231304 0.19 0.10 -0.11
H 2.569088 -0.745703 -0.955520 0.18 -0.02 -0.15
H 1.455095 -2.118783 -0.888891 -0.18 -0.13 0.13
H -1.295515 0.985745 1.045577 -0.13 0.24 0.06
H -2.458167 0.830371 -0.309178 -0.08 0.04 0.03
H -0.986102 1.834021 -0.492509 -0.05 0.14 -0.03
H -0.606917 -1.498511 -2.259287 -0.13 -0.04 0.26
H -2.182764 -1.260998 -1.525784 -0.20 0.21 -0.44
H -1.357092 0.046765 -2.510960 -0.29 0.25 -0.09
H 0.856229 0.865056 2.353567 -0.36 -0.09 -0.12
H 0.066411 -0.144103 3.154357 -0.22 -0.98 -0.05
O 0.265769 0.777763 3.123968 0.42 1.06 0.23

=====

Entry 2:
53
Properties=species:S:1:pos:R:3:forces:R:3 method="wB97M-V/def2-TZVPD" e_lumo_ha="-0.20441 / -0.37665" charge=+2 e_tot_ha=-2463.64262 homo_energy_ev="-12.08 / -13.89" homo_lumo_gap_ha="0.2395 / 0.1336" multiplicity=5 max_force_ha_per_bohr=0.024 s2=6.0496 e_above_lowest_kj_mol=143.4
Pt 0.935145 -0.540922 0.239997 -0.75 0.05 0.98
N 1.152295 -0.606283 2.441902 -0.01 -0.16 0.03
C 2.471844 -0.071945 2.856103 -0.03 -0.03 0.04
C 3.521742 -0.500796 1.851584 -0.01 0.08 -0.09
N 3.136078 -0.042975 0.494079 0.19 -0.13 0.07
C 3.379712 1.385553 0.199592 0.06 -0.12 0.04
C 2.453491 1.800932 -0.916858 -0.04 0.07 -0.02
N 1.066385 1.517832 -0.467668 0.27 -0.09 -0.28
H 1.120777 -1.620759 2.547860 -0.01 0.02 0.14
H 0.379620 -0.211487 2.971952 0.00 0.04 -0.02
H 2.392569 1.011884 2.926139 -0.02 0.02 0.00
H 2.742203 -0.444259 3.844153 -0.04 0.00 0.04
H 4.499337 -0.105771 2.131939 0.01 0.02 -0.01
H 3.586280 -1.587511 1.821822 0.03 -0.01 -0.02
H 3.584450 -0.625751 -0.209562 0.04 0.00 0.03
H 3.169870 1.963514 1.100407 0.02 0.02 0.00
H 4.421083 1.558143 -0.072012 0.04 -0.02 0.02
H 2.586255 2.852073 -1.167874 -0.06 0.04 0.02
H 2.641705 1.208511 -1.812327 -0.02 0.01 -0.03
H 0.780748 2.142199 0.287336 -0.11 0.03 -0.06
H 0.387481 1.648674 -1.216152 -0.02 0.02 0.02
C -0.628025 -4.724976 -0.517166 -0.02 -0.01 -0.08
C -0.123301 -3.556208 -1.368767 0.15 0.01 0.29
O -0.216254 -3.756178 -2.776554 -0.01 -0.13 0.04
P -1.155439 -2.090877 -1.135656 -0.16 0.27 -0.21
O -2.610546 -2.381083 -1.604290 -0.04 0.02 0.47
O -0.557508 -0.964784 -2.099997 -0.16 0.07 0.01
O -1.086558 -1.487349 0.250037 0.22 -0.15 -0.54
P 1.646811 -3.220476 -0.910917 0.10 0.07 -0.65
O 2.069732 -1.924729 -1.819164 -0.03 -0.03 0.17
O 2.493062 -4.355190 -1.259001 -0.14 -0.16 0.49
O 1.573640 -2.552188 0.508593 0.39 0.25 -0.59
H -1.619385 -5.041723 -0.840884 -0.01 0.02 -0.02
H -0.680744 -4.445905 0.536639 0.03 0.01 -0.02
H 0.061725 -5.564419 -0.611601 -0.01 -0.01 -0.02
H 0.136001 -4.631248 -3.005408 -0.01 0.10 0.01
H -2.739721 -2.904585 -2.406407 -0.02 -0.14 -0.10
H -0.413703 -1.238378 -3.017839 0.08 -0.05 -0.09
H 2.570597 -2.210380 -2.595108 0.06 -0.06 -0.12
Cl -6.003023 5.762057 -0.266231 -0.03 0.02 0.00
C -4.802480 4.576063 0.031701 -0.03 0.03 0.00
C -4.569593 3.579578 -0.915962 0.00 -0.07 -0.10
C -3.598791 2.637803 -0.685307 0.03 -0.04 -0.01
C -2.820754 2.656105 0.503357 0.05 0.09 0.00
C -1.819127 1.708396 0.723808 0.12 0.03 0.00
C -3.100036 3.676976 1.451632 0.03 -0.03 0.02
C -4.071602 4.617894 1.218849 0.04 0.02 0.10
H -5.160739 3.560249 -1.821441 0.01 0.00 0.01
H -3.422475 1.856511 -1.416807 -0.02 0.03 0.01
H -1.669309 0.905753 0.011539 -0.09 -0.03 0.07
H -1.272838 1.685951 1.663279 -0.09 -0.01 -0.02
H -2.536305 3.705839 2.377148 -0.02 0.01 -0.02
H -4.282397 5.390647 1.945522 0.01 -0.01 -0.01

=====

Entry 3:
76
Properties=species:S:1:pos:R:3:forces:R:3 method="wB97M-V/def2-TZVPD" e_lumo_ha="0.14504 / 0.14504" charge=-2 e_tot_ha=-3695.90375 homo_energy_ev="-0.93 / -1.80" homo_lumo_gap_ha="0.1791 / 0.2112" multiplicity=3 max_force_ha_per_bohr=0.075 s2=2.0330 e_above_lowest_kj_mol=42.6
Ti -0.214776 -2.560536 1.954679 1.71 1.34 1.40
O -3.360596 -4.947106 1.063805 2.37 0.26 0.17
C -2.200438 -4.483237 1.245471 -3.47 0.06 -0.63
O -2.012232 -3.232644 1.575701 -0.05 -0.49 -0.22
C -0.945830 -5.208588 1.103471 1.88 -1.26 0.09
C -0.677015 -6.415060 0.493521 -0.03 0.57 1.58
C 0.581517 -7.043326 0.577854 -0.65 -2.60 -2.79
C 1.635444 -6.348286 1.053017 1.50 3.08 1.57
C 1.387618 -5.055139 1.649865 1.29 -1.41 -1.08
N 0.108024 -4.517736 1.707747 0.35 -0.37 -0.59
C 2.500864 -4.063800 1.988846 -1.45 1.90 0.56
O 3.711495 -4.255579 2.025778 -0.60 -0.69 -0.30
O 1.960369 -2.851792 2.235997 0.14 -1.98 -0.31
H -1.466904 -6.966436 0.104015 -1.46 -0.66 -0.86
H 0.772183 -8.027295 -0.051948 -0.54 2.03 1.53
H 2.675979 -6.685900 0.895841 -0.66 0.31 0.47
N -0.691093 2.999066 1.482920 -1.95 -1.48 0.51
C -1.398857 1.864057 1.859534 -0.55 2.33 1.00
C -0.932818 0.598959 1.612744 0.63 -1.70 -1.04
N -1.506996 -0.517379 2.041624 -0.15 1.28 0.53
C -2.638473 -0.313776 2.741885 0.97 -0.58 -0.26
C -3.178085 0.936307 2.893916 0.60 0.80 0.40
N -2.538729 2.069610 2.554512 0.04 -0.96 -1.03
H 0.242189 2.883838 1.190932 0.93 0.51 -0.33
H -1.166788 3.863350 1.679595 0.63 0.15 -0.12
H -0.066976 0.417743 1.000929 0.36 0.42 -0.01
H -2.948245 -1.154767 3.305192 -0.91 -0.78 0.05
H -4.111007 1.037342 3.412152 -0.33 0.15 0.26
N 1.885916 7.753046 0.876886 -0.06 -1.04 -0.70
C 1.707371 6.839202 0.165046 -0.38 0.64 0.20
C 1.402320 5.774780 -0.734722 1.46 0.31 1.61
C 0.377486 5.817824 -1.672121 -1.14 -0.75 -1.11
C 0.244032 4.847659 -2.597124 -0.84 1.06 -0.30
C 1.058072 3.636703 -2.554800 0.91 -0.87 1.18
N 2.293585 3.701400 -1.711310 -0.99 0.96 0.13
C 2.336641 4.725561 -0.901022 0.76 -0.89 -0.07
H -0.360428 6.573953 -1.650079 -0.44 1.13 -0.07
H -0.476620 4.945978 -3.425931 0.23 0.00 0.60
H 1.424741 3.437869 -3.527469 0.27 -0.53 -1.34
H 3.250667 4.780254 -0.307743 -0.02 0.01 0.13
F 1.859219 -0.674974 6.177374 -0.75 -1.03 -0.39
C 0.768954 -1.429918 5.869037 -0.37 0.39 1.01
F -0.282519 -0.819539 6.515326 0.57 -0.44 -0.23
F 0.894895 -2.673790 6.421249 0.24 1.29 -0.39
C 0.416469 -1.508264 4.369192 0.64 0.14 -1.09
O -0.429219 -2.393788 4.087726 -0.41 -0.34 0.06
O 0.951364 -0.765869 3.536308 -0.17 0.05 0.74
Cl 0.411194 0.977649 -4.893868 -0.05 -0.02 -0.24
C -1.072610 1.697358 -4.251849 2.36 -0.34 0.86
C -2.173342 1.600107 -5.034558 -1.79 0.11 0.07
C -3.372530 2.148263 -4.539374 1.79 0.83 1.16
C -3.309177 2.822559 -3.284326 0.77 -1.71 -1.47
C -2.162032 2.798499 -2.504073 0.28 -0.01 -0.76
C -0.964469 2.251984 -2.970554 -1.34 -0.67 -0.82
C 0.253850 2.332585 -2.153978 0.78 1.13 -0.04
H -2.092995 1.040614 -5.961089 -0.21 0.25 0.03
H -4.249432 2.135267 -5.137632 -0.71 -0.04 -0.25
H -4.165340 3.263453 -2.886179 -1.38 0.70 0.50
H -2.132476 3.259319 -1.542158 -0.19 0.28 0.56
H 1.014045 1.574341 -2.272953 -0.39 -0.42 -0.05
H -0.061231 2.383962 -1.115519 0.21 0.13 0.22
C 3.895872 -0.665653 -1.245548 1.25 0.52 1.09
C 2.466145 -0.902324 -0.981011 -0.99 0.68 0.16
C 1.339320 -0.755129 -1.784090 -0.59 -1.73 1.85
C 0.245272 -1.246292 -1.017033 0.74 1.50 0.32
N 0.695728 -1.520770 0.217894 -0.59 -0.73 -0.28
N 2.020387 -1.302418 0.211809 -0.54 0.27 -1.36
C -1.234201 -1.171528 -1.319019 -0.02 -0.78 0.20
H 4.120577 -1.199098 -2.145991 0.53 -0.15 -0.60
H 4.571937 -1.040752 -0.423341 -0.90 0.12 -0.77
H 4.167310 0.405659 -1.352303 -0.46 -0.53 -0.17
H 1.220007 -0.404629 -2.745637 0.25 0.50 -1.84
H 2.543919 -1.609036 0.997222 0.43 -0.60 1.22
H -1.427156 -1.390476 -2.384036 0.12 -0.01 0.45
H -1.617924 -0.147952 -1.139727 0.16 -0.51 0.11
H -1.773404 -1.925527 -0.676515 0.33 0.91 -0.64

=====

Entry 4:
45
Properties=species:S:1:pos:R:3:forces:R:3 method="wB97M-V/def2-TZVPD" e_lumo_ha=-0.26404 charge=+2 e_tot_ha=-6010.30155 homo_energy_ev=-15.17 homo_lumo_gap_ha=0.2933 max_force_ha_per_bohr=0.008 e_above_lowest_kj_mol=0.0
Ga -0.354109 0.308488 0.044545 -0.30 -0.04 0.31
O 2.237103 4.717284 2.538676 -0.05 -0.03 -0.10
C 1.202725 5.118505 1.815444 0.13 0.06 0.08
O 0.778350 6.235541 1.827225 -0.01 0.00 -0.01
C 0.519765 4.105573 0.938753 0.00 -0.06 0.02
C -0.501568 4.463240 0.073284 -0.01 0.01 -0.09
N -0.944532 3.353244 -0.524632 -0.04 0.01 -0.07
N -0.266897 2.275775 -0.097085 0.04 0.11 -0.10
C 0.622457 2.725283 0.799106 0.06 0.03 0.01
C 1.477591 1.683866 1.454734 -0.05 -0.21 -0.10
O 2.484110 1.960784 2.048307 -0.01 0.07 0.11
O 1.014466 0.454672 1.285160 0.12 0.09 0.02
H 2.479642 3.783803 2.379973 0.00 0.01 0.05
H -0.905694 5.442619 -0.132310 -0.02 -0.02 0.00
H -1.654288 3.278340 -1.238514 0.03 0.00 0.01
C 2.813025 -4.839800 -2.396634 -0.02 0.09 -0.09
C 2.563357 -3.424339 -2.005400 -0.08 -0.16 0.02
C 3.525094 -2.509921 -1.666607 0.09 0.02 0.02
C 3.140313 -1.242965 -1.218951 0.09 0.08 0.12
N 1.841380 -0.902649 -1.147639 -0.05 0.05 -0.05
C 0.931843 -1.777684 -1.501792 -0.05 0.11 -0.17
S -0.762015 -1.344080 -1.424346 0.21 -0.01 0.00
N 1.267595 -3.014556 -1.924623 -0.05 -0.01 -0.06
C 4.130955 -0.219500 -0.791306 -0.05 -0.01 -0.04
H 3.878773 -5.044396 -2.431617 0.00 0.00 0.00
H 2.381730 -5.057416 -3.376134 0.00 0.03 0.00
H 2.350792 -5.510767 -1.669708 0.01 0.00 0.01
H 4.568931 -2.781523 -1.724456 -0.01 0.00 0.04
H 0.531993 -3.658784 -2.195136 0.01 -0.02 0.07
H 5.116950 -0.649424 -0.638724 0.00 0.00 -0.01
H 3.791457 0.268976 0.122589 0.00 -0.03 0.01
H 4.204414 0.548278 -1.566617 -0.01 0.00 0.00
Se -1.484064 -0.438494 3.024283 0.12 0.02 0.15
N -1.849282 0.076504 1.321834 -0.02 -0.29 -0.02
C -3.110111 -0.265911 1.048203 -0.20 0.11 -0.19
C -3.796257 -0.037549 -0.178002 0.19 -0.07 0.14
C -5.082539 -0.460586 -0.277361 -0.14 -0.06 0.06
C -5.757647 -1.137269 0.795477 -0.02 0.05 -0.16
C -5.148823 -1.355577 1.980820 0.11 0.02 0.07
C -3.795963 -0.911563 2.141095 -0.06 -0.02 -0.01
N -3.088514 -1.075775 3.243878 0.00 0.04 -0.06
H -3.308920 0.466619 -1.004564 -0.02 0.02 0.01
H -5.630102 -0.275318 -1.192725 0.01 -0.05 0.00
H -6.772683 -1.475488 0.638285 0.00 0.05 -0.01
H -5.640801 -1.856060 2.803213 0.03 0.02 0.02

=====

Entry 5:
11
Properties=species:S:1:pos:R:3:forces:R:3 method="wB97M-V/def2-TZVPD" e_lumo_ha=0.03273 charge=0 e_tot_ha=-281.57393 homo_energy_ev=-9.91 homo_lumo_gap_ha=0.3970 max_force_ha_per_bohr=0.005 smiles=Cn1cncn1 e_above_lowest_kj_mol=42.3
C 0.477199 -0.284033 1.532509 0.06 -0.04 0.10
N 0.033222 0.012753 0.186107 0.16 -0.08 -0.07
C 0.684093 -0.154982 -0.979395 0.05 0.02 0.13
N -0.090418 0.166869 -1.994684 -0.02 -0.02 0.24
C -1.240707 0.525488 -1.370296 -0.23 0.05 -0.08
N -1.220072 0.446381 -0.054106 0.13 -0.03 -0.21
H 1.564767 -0.180972 1.583456 -0.20 -0.02 -0.01
H 0.010025 0.421618 2.221996 0.09 -0.09 -0.16
H 0.194912 -1.302275 1.816986 0.03 0.16 -0.04
H 1.707847 -0.502547 -1.037609 -0.15 0.06 0.03
H -2.120867 0.851700 -1.904966 0.07 -0.01 0.07

=====

Entry 6:
16
Properties=species:S:1:pos:R:3:forces:R:3 method="wB97M-V/def2-TZVPD" e_lumo_ha=0.03758 charge=0 e_tot_ha=-288.57938 homo_energy_ev=-9.35 homo_lumo_gap_ha=0.3812 max_force_ha_per_bohr=0.013 e_above_lowest_kj_mol=532.1
C -1.330886 1.649017 -1.721467 -0.01 0.02 0.01
C -0.481639 0.450333 -1.666901 0.18 -0.41 -0.07
C 0.112844 -0.660013 -1.705744 -0.38 0.55 -0.16
C 0.616564 0.157999 -0.256690 0.29 0.14 0.34
N -0.076783 -0.421851 0.867992 -0.08 0.09 -0.14
C 0.755935 -0.696314 2.031048 0.15 0.05 0.25
C 0.264522 -1.798562 1.167643 -0.01 -0.26 -0.04
H -2.010661 1.559099 -2.574618 0.13 -0.04 0.13
H -0.744308 2.565426 -1.846557 -0.07 -0.16 0.02
H -1.934775 1.726282 -0.811878 0.08 -0.01 -0.12
H 1.676416 -0.122501 -0.338355 -0.19 0.01 -0.01
H 0.621025 1.248481 -0.112614 -0.01 -0.11 -0.09
H 0.296636 -0.496411 2.995917 0.06 -0.04 -0.16
H 1.816782 -0.450682 1.968940 -0.18 -0.03 -0.03
H 0.982527 -2.288007 0.511407 -0.11 0.11 0.09
H -0.564200 -2.422298 1.491876 0.14 0.10 -0.03

=====

Entry 7:
13
Properties=species:S:1:pos:R:3:forces:R:3 method="wB97M-V/def2-TZVPD" e_lumo_ha=0.03088 charge=0 e_tot_ha=-323.76926 homo_energy_ev=-9.82 homo_lumo_gap_ha=0.3916 max_force_ha_per_bohr=0.065 smiles="CCNC(=O)O" e_above_lowest_kj_mol=30.7
C 1.231676 0.788589 0.378894 -1.33 -0.15 -0.84
N 0.263659 0.221102 -0.573585 -0.10 -0.37 -1.14
C -0.994129 -0.097308 -0.240961 -0.70 0.98 3.12
O -1.691988 -0.910854 -1.037359 0.09 -0.13 -0.70
O -1.511132 0.291082 0.814699 0.35 -0.37 -0.84
C 2.335152 -0.206571 0.689674 0.89 1.53 -0.03
H 0.593416 1.124255 1.192694 0.29 -0.37 0.44
H 1.607853 1.714738 -0.059141 0.38 -0.14 -0.01
H 0.508998 -0.003642 -1.522126 0.47 -0.09 0.03
H -2.528152 -1.001590 -0.545852 0.17 -0.01 -0.31
H 2.961801 0.283987 1.444355 -0.09 -0.50 0.28
H 2.046385 -1.209668 0.967080 -0.32 -0.01 0.20
H 3.005626 -0.239335 -0.169979 -0.11 -0.37 -0.20